No. 1
# C28H56AsBaF6O14S7

A structure of composition C28H56AsBaF6O14S7 (wB97M-V/def2-TZVPD, the OMol25 dataset).

The geometry in ORCA input format:
```
! wB97M-V def2-TZVPD RIJCOSX def2/J DEFGRID3
* xyz 1 1
Ba 0.186 -0.531 -0.061
As 2.588 -3.679 1.117
F 1.486 -4.200 -0.108
F 2.156 -1.946 0.813
F 3.751 -3.215 2.437
F 3.006 -5.386 1.459
F 3.792 -3.439 -0.200
F 1.168 -3.700 2.227
C -2.110 -1.161 6.108
C -1.258 -2.445 6.033
C -0.923 -2.820 4.544
S -1.628 -1.443 3.481
O -3.016 -1.759 3.149
O -0.629 -0.998 2.479
C -1.701 -0.314 4.916
H -2.089 -0.460 6.942
H -3.163 -1.381 5.930
H -1.630 -3.360 6.493
H -0.369 -2.200 6.615
H -1.402 -3.687 4.090
H 0.158 -2.726 4.437
H -2.281 0.541 4.567
H -0.671 -0.039 5.141
C -5.886 1.712 0.224
C -5.039 2.824 -0.453
C -3.812 2.985 0.498
S -3.341 1.229 0.941
O -3.118 1.215 2.393
O -2.301 0.661 0.021
C -5.000 0.457 0.439
H -6.817 1.485 -0.296
H -6.197 2.018 1.223
H -5.550 3.787 -0.443
H -4.837 2.480 -1.467
H -4.091 3.310 1.500
H -2.962 3.609 0.222
H -5.262 -0.289 1.189
H -4.882 -0.104 -0.488
C -0.564 3.839 -4.344
C -1.204 4.711 -3.335
C -1.159 4.027 -2.027
S 0.430 3.007 -1.989
O 0.044 1.586 -1.719
O 1.369 3.711 -1.084
C 0.763 3.283 -3.797
H -0.517 4.284 -5.338
H -1.325 3.121 -4.649
H -2.191 5.093 -3.592
H -0.626 5.634 -3.382
H -2.022 3.364 -1.957
H -1.016 4.710 -1.190
H 1.283 2.420 -4.213
H 1.520 4.056 -3.930
C -4.275 -4.934 -1.198
C -3.100 -5.954 -0.925
C -1.796 -5.118 -1.012
S -2.180 -3.739 0.155
O -1.468 -2.523 -0.173
O -2.275 -4.224 1.560
C -3.952 -3.563 -0.581
H -5.183 -5.377 -0.788
H -4.451 -4.853 -2.270
H -3.254 -6.728 -1.676
H -3.217 -6.461 0.033
H -1.590 -4.700 -1.997
H -0.921 -5.640 -0.624
H -4.031 -2.770 -1.325
H -4.470 -3.142 0.281
C 3.105 -1.620 -4.920
C 3.711 -2.990 -4.562
C 3.132 -3.445 -3.201
S 1.426 -2.736 -3.154
O 1.376 -1.839 -2.008
O 0.444 -3.780 -3.332
C 1.596 -1.783 -4.823
H 3.530 -1.349 -5.886
H 3.631 -0.853 -4.352
H 4.801 -2.958 -4.564
H 3.448 -3.778 -5.268
H 3.762 -2.874 -2.518
H 3.247 -4.499 -2.946
H 1.007 -0.869 -4.747
H 1.172 -2.328 -5.666
C 0.571 3.993 4.315
C 1.874 3.851 3.540
C 1.511 3.955 2.041
S -0.146 3.134 1.792
O -0.065 1.778 1.280
O -1.097 4.116 1.196
C -0.430 2.986 3.676
H 0.255 5.035 4.336
H 0.666 3.733 5.370
H 2.349 2.883 3.699
H 2.705 4.534 3.716
H 2.164 3.819 1.178
H 1.259 5.009 1.928
H -0.193 1.976 4.013
H -1.498 3.196 3.732
C 6.312 0.924 -0.908
C 5.644 1.618 -2.070
C 4.434 2.391 -1.600
S 3.736 1.424 -0.105
O 2.492 0.702 -0.510
O 3.783 2.216 1.116
C 5.195 0.216 -0.191
H 6.936 1.567 -0.286
H 6.894 0.092 -1.304
H 5.288 0.881 -2.791
H 6.387 2.215 -2.598
H 3.652 2.557 -2.341
H 4.703 3.413 -1.334
H 4.846 -0.611 -0.809
H 5.435 -0.049 0.839
*
```

The calculation puts the LUMO energy at -1.98 eV. As for the total energy: -212291.248 eV. As for the HOMO energy: -11.71 eV. The max |F| comes out at 3.250 eV Å⁻¹.


No. 2
# C5H12O

A cluster of 2 separate species, C5H12O in total (wB97M-V/def2-TZVPD, the OMol25 dataset).

The geometry in ORCA input format:
```
! wB97M-V def2-TZVPD RIJCOSX def2/J DEFGRID3
* xyz 0 1
C -0.558 0.281 1.332
C 0.045 -0.391 2.636
C -0.441 -1.793 2.910
H -0.974 -0.495 0.667
H -1.323 1.025 1.518
H 0.336 0.570 0.785
H 1.117 -0.496 2.452
H -0.301 0.365 3.331
H -0.300 -2.471 2.067
H -1.527 -1.820 3.066
H -0.008 -2.274 3.788
O -0.643 2.128 -4.318
C -0.125 1.570 -3.396
C 1.030 0.577 -3.569
H -0.212 2.082 -2.414
H 0.740 -0.470 -3.647
H 1.509 0.825 -4.515
H 1.636 0.786 -2.692
*
```

The calculation puts the LUMO energy at 0.83 eV. As for the total energy: -7425.782 eV. As for the energy above the lowest of the compared OMol25 structures with the same formula, charge and spin: 147.5 kJ/mol. As for the HOMO energy: -9.84 eV. The max |F| comes out at 2.515 eV Å⁻¹. Its SMILES is CC=O.CCC.


No. 3
# C27H66CdF6N2O13S2

A structure of composition C27H66CdF6N2O13S2 (wB97M-V/def2-TZVPD, the OMol25 dataset).

The geometry in ORCA input format:
```
! wB97M-V def2-TZVPD RIJCOSX def2/J DEFGRID3
* xyz 0 1
Cd -1.477 0.800 0.057
C -1.461 3.037 -3.710
C -1.725 4.302 -2.816
C -2.753 5.222 -3.650
C -3.409 6.260 -2.714
C -4.188 5.580 -1.588
C -3.271 4.754 -0.696
N -2.370 3.866 -1.510
O -1.886 2.713 -0.845
C -4.267 3.931 0.286
C -2.379 5.671 0.199
C -0.392 5.100 -2.627
H -1.273 3.295 -4.752
H -2.362 2.425 -3.744
H -0.636 2.372 -3.455
H -3.392 4.611 -4.287
H -2.203 5.963 -4.229
H -4.122 6.779 -3.354
H -2.712 6.944 -2.228
H -5.032 5.051 -2.030
H -4.626 6.451 -1.100
H -3.778 3.530 1.174
H -4.672 3.055 -0.220
H -5.140 4.542 0.516
H -1.702 5.133 0.863
H -2.996 6.344 0.795
H -1.698 6.255 -0.420
H 0.315 4.896 -3.431
H -0.024 4.817 -1.641
H -0.460 6.181 -2.751
C 0.474 -2.770 -0.222
F 1.174 -2.451 -1.371
F -0.812 -3.224 -0.470
F 1.096 -3.804 0.411
S 0.412 -1.266 0.999
O -0.945 -1.437 1.503
O 1.469 -1.463 2.016
N 0.321 0.178 -0.063
S 1.860 0.470 -0.056
O 2.121 1.331 1.143
O 2.832 -0.686 -0.326
C 1.986 1.716 -1.516
F 1.443 1.161 -2.593
F 1.317 2.805 -1.219
F 3.284 2.041 -1.650
C -1.501 3.488 3.573
C -0.590 2.884 2.473
O -0.976 1.544 2.316
H -2.478 3.023 3.445
H -1.538 4.575 3.498
H -1.117 3.226 4.559
H 0.421 3.023 2.856
H -0.812 3.389 1.533
H -0.737 1.080 3.121
C -2.045 -2.113 -3.246
C -1.530 -0.784 -2.715
O -2.124 -0.372 -1.508
H -2.147 -2.142 -4.331
H -2.973 -2.385 -2.744
H -1.326 -2.838 -2.864
H -1.699 0.016 -3.435
H -0.452 -0.805 -2.555
H -3.011 -0.128 -1.783
C 0.442 -0.716 6.406
C 0.114 -1.425 5.084
O -0.606 -0.471 4.322
H 1.043 0.147 6.120
H 1.196 -1.083 7.102
H -0.460 -0.254 6.807
H -0.467 -2.334 5.235
H 1.060 -1.683 4.608
H -0.950 -1.026 3.618
C 3.148 -5.067 -1.903
C 4.076 -3.934 -2.048
O 4.679 -3.836 -0.767
H 3.636 -6.019 -1.693
H 2.576 -5.291 -2.803
H 2.371 -4.877 -1.162
H 3.546 -3.002 -2.241
H 4.941 -4.150 -2.675
H 5.451 -3.267 -0.788
C -4.370 -5.480 0.080
C -3.694 -4.602 1.254
O -4.009 -5.062 2.501
H -5.436 -5.259 0.034
H -4.185 -6.554 0.058
H -4.148 -5.076 -0.908
H -3.981 -3.555 1.157
H -2.607 -4.571 1.168
H -3.610 -5.931 2.582
C -0.325 -6.972 -3.518
C -0.853 -6.313 -2.225
O -1.817 -7.147 -1.683
H 0.275 -7.868 -3.355
H 0.411 -6.275 -3.918
H -1.056 -7.136 -4.310
H -1.241 -5.302 -2.352
H -0.042 -6.274 -1.498
H -2.611 -7.035 -2.211
C 3.767 0.126 4.162
C 4.297 -1.215 3.577
O 5.668 -0.950 3.395
H 4.362 0.364 5.044
H 2.697 0.180 4.362
H 3.913 0.830 3.343
H 3.902 -1.457 2.591
H 4.199 -2.054 4.266
H 6.153 -1.632 3.866
C 5.975 2.425 0.143
C 5.656 0.938 0.522
O 6.731 0.375 1.238
H 5.644 2.713 -0.854
H 7.051 2.538 0.011
H 5.616 3.190 0.832
H 5.549 0.368 -0.401
H 4.651 0.844 0.934
H 6.361 -0.047 2.016
*
```

The calculation puts the LUMO energy at -0.57 eV. As for the total energy: -101196.444 eV. As for the energy above the lowest of the compared OMol25 structures with the same formula, charge and spin: 469.0 kJ/mol. As for the HOMO energy: -6.33 eV. The max |F| comes out at 7.692 eV Å⁻¹.


No. 4
# C2H6IN2

The ion C2H6IN2 with charge +1 (wB97M-V/def2-TZVPD, the OMol25 dataset).

The geometry in ORCA input format:
```
! wB97M-V def2-TZVPD RIJCOSX def2/J DEFGRID3
* xyz 1 1
C 0.452 -0.337 -0.377
C -1.391 1.165 -0.158
N 1.172 -1.346 0.171
N -0.480 0.322 0.327
I -3.699 -0.183 0.011
H 0.549 0.076 -1.446
H -1.960 1.711 0.608
H -1.153 1.534 -1.178
H 1.862 -1.749 -0.483
H 1.127 -1.527 1.165
H -0.598 -0.108 1.197
*
```

The calculation puts the LUMO energy (spin up / spin down) at -5.86 / -5.86 eV. As for the total energy: -13243.828 eV. As for the energy above the lowest of the compared OMol25 structures with the same formula, charge and spin: 137.5 kJ/mol. As for the HOMO energy (spin up / spin down): -12.98 / -12.98 eV. The max |F| comes out at 4.302 eV Å⁻¹. Its SMILES is N/C=[NH+]/CI.


No. 5
# C56H59GeN2OPS3SnTe

A structure of composition C56H59GeN2OPS3SnTe (wB97M-V/def2-TZVPD, the OMol25 dataset).

The geometry in ORCA input format:
```
! wB97M-V def2-TZVPD RIJCOSX def2/J DEFGRID3
* xyz 0 1
Sn 0.606 0.533 0.963
C 1.346 2.000 5.302
C 0.813 2.025 3.897
N 0.900 0.981 3.153
N 1.575 -0.147 3.649
C 2.600 -0.459 2.926
S 3.150 0.418 1.509
S 3.378 -1.951 3.459
C 5.040 -1.826 2.755
C 5.904 -0.730 3.316
C 6.485 0.196 2.458
C 7.312 1.197 2.954
C 7.562 1.281 4.314
C 6.982 0.360 5.178
C 6.158 -0.637 4.682
C 0.264 3.282 3.359
C 0.122 4.369 4.241
C -0.237 5.628 3.819
C -0.432 5.849 2.457
C -0.308 4.811 1.564
C -0.001 3.502 1.982
O -0.005 2.567 1.046
H 1.735 1.018 5.543
H 0.555 2.253 6.009
H 2.140 2.740 5.410
H 4.966 -1.752 1.672
H 5.463 -2.807 2.985
H 6.278 0.135 1.397
H 7.755 1.914 2.274
H 8.204 2.061 4.702
H 7.173 0.420 6.243
H 5.696 -1.347 5.358
H 0.311 4.217 5.293
H -0.340 6.434 4.533
H -0.683 6.839 2.094
H -0.456 4.968 0.503
C 1.818 -3.443 -2.229
P 1.971 -2.828 -0.497
C 3.685 -3.406 -0.174
C 4.033 -4.465 0.657
C 5.368 -4.805 0.844
C 6.371 -4.092 0.206
C 6.035 -3.025 -0.618
C 4.704 -2.682 -0.797
C 0.957 -4.037 0.439
C 0.275 -3.555 1.555
C -0.551 -4.384 2.302
C -0.709 -5.712 1.937
C -0.025 -6.210 0.833
C 0.802 -5.379 0.094
H 1.886 -4.528 -2.311
H 2.635 -3.008 -2.805
H 0.874 -3.102 -2.656
H 3.262 -5.021 1.176
H 5.622 -5.632 1.497
H 7.409 -4.361 0.353
H 6.810 -2.451 -1.110
H 4.450 -1.823 -1.413
H 0.391 -2.516 1.840
H -1.072 -3.990 3.167
H -1.357 -6.362 2.511
H -0.138 -7.249 0.550
H 1.330 -5.785 -0.760
Te 0.483 2.318 -1.810
C 0.935 1.295 -3.569
C 0.595 1.604 -4.857
C 0.973 0.598 -5.784
C 1.595 -0.456 -5.181
S 1.713 -0.229 -3.495
H 0.084 2.515 -5.132
H 0.791 0.657 -6.847
H 1.989 -1.345 -5.647
C -4.235 6.581 0.457
C -4.389 5.900 -0.899
C -4.351 4.374 -0.822
C -3.039 3.833 -0.251
Ge -2.886 1.885 -0.357
C -2.860 1.077 1.427
C -4.227 1.251 2.123
C -5.023 -0.049 2.226
C -5.416 -0.641 0.877
H -4.361 7.661 0.373
H -3.251 6.395 0.890
H -4.982 6.212 1.164
H -3.594 6.240 -1.572
H -5.333 6.209 -1.355
H -4.516 3.961 -1.821
H -5.190 4.025 -0.210
H -2.916 4.119 0.795
H -2.193 4.265 -0.795
H -4.124 1.324 -1.091
H -2.072 1.562 2.005
H -2.602 0.016 1.355
H -4.844 1.998 1.607
H -4.069 1.646 3.129
H -5.927 0.136 2.814
H -4.430 -0.777 2.789
H -6.009 0.069 0.297
H -6.007 -1.549 1.005
H -4.541 -0.901 0.277
C -1.433 1.390 -1.606
C -1.773 0.505 -2.486
C -2.190 -0.400 -3.344
C -2.964 0.031 -4.542
C -2.917 1.358 -4.974
C -3.668 1.784 -6.056
C -4.487 0.890 -6.735
C -4.552 -0.427 -6.308
C -3.801 -0.854 -5.221
C -1.944 -1.842 -3.064
C -2.091 -2.345 -1.772
C -1.899 -3.693 -1.510
C -1.558 -4.560 -2.539
C -1.386 -4.065 -3.825
C -1.570 -2.715 -4.085
H -2.289 2.062 -4.444
H -3.614 2.818 -6.371
H -5.072 1.220 -7.583
H -5.198 -1.131 -6.818
H -3.879 -1.881 -4.892
H -2.372 -1.669 -0.972
H -2.016 -4.068 -0.500
H -1.415 -5.613 -2.334
H -1.102 -4.732 -4.630
H -1.431 -2.332 -5.089
*
```

The calculation puts the LUMO energy at 0.15 eV. As for the total energy: -175492.087 eV. As for the energy above the lowest of the compared OMol25 structures with the same formula, charge and spin: 32.9 kJ/mol. As for the HOMO energy: -7.71 eV. The max |F| comes out at 0.196 eV Å⁻¹.


No. 6
# C32H37N10O2STi

A structure of composition C32H37N10O2STi (wB97M-V/def2-TZVPD, the OMol25 dataset).

The geometry in ORCA input format:
```
! wB97M-V def2-TZVPD RIJCOSX def2/J DEFGRID3
* xyz 1 3
Ti 0.345 0.257 -0.321
C -3.100 -2.458 0.650
C -2.183 -1.321 0.323
N -0.950 -1.475 0.021
C -0.365 -2.807 -0.104
C 0.927 -2.739 -0.938
N 1.000 -1.454 -1.648
C 2.251 -1.236 -2.408
C 2.552 0.257 -2.452
N 2.421 0.764 -1.079
C 2.693 2.198 -0.886
C 1.481 3.012 -1.287
N 0.294 2.380 -0.731
C -0.847 3.047 -0.681
C -0.949 4.494 -1.056
C -1.970 2.270 -0.282
C -3.277 2.737 -0.020
C -4.245 1.864 0.394
C -3.934 0.492 0.542
C -2.652 0.083 0.273
N -1.687 0.938 -0.123
H -3.357 -3.006 -0.260
H -4.022 -2.118 1.110
H -2.613 -3.157 1.329
H -1.083 -3.486 -0.570
H -0.135 -3.198 0.890
H 0.961 -3.580 -1.637
H 1.803 -2.795 -0.301
H 0.224 -1.395 -2.299
H 2.176 -1.641 -3.419
H 3.053 -1.753 -1.887
H 1.845 0.779 -3.097
H 3.559 0.422 -2.847
H 3.084 0.228 -0.521
H 3.580 2.521 -1.439
H 2.890 2.337 0.179
H 1.396 3.055 -2.382
H 1.610 4.041 -0.940
H -0.565 4.655 -2.067
H -0.358 5.120 -0.384
H -1.975 4.850 -1.033
H -3.512 3.786 -0.136
H -5.244 2.217 0.608
H -4.691 -0.208 0.861
N 3.355 -5.983 5.059
C 3.355 -4.870 4.246
C 3.494 -3.589 4.793
C 3.447 -2.470 3.988
C 3.259 -2.612 2.618
C 3.139 -3.878 2.059
C 3.179 -4.998 2.864
S 3.202 -1.191 1.595
O 3.663 -1.591 0.278
O 3.910 -0.121 2.246
N 1.646 -0.769 1.367
C 1.046 -0.050 2.357
N 0.156 0.808 1.829
C -0.546 1.581 2.652
C -0.347 1.526 4.015
C 0.594 0.603 4.466
N 1.285 -0.189 3.661
H 3.762 -5.880 5.974
H 3.549 -6.868 4.624
H 3.644 -3.478 5.860
H 3.556 -1.481 4.408
H 3.050 -3.990 0.986
H 3.094 -5.984 2.424
H -1.263 2.256 2.199
H -0.893 2.161 4.695
H 0.798 0.502 5.527
N -0.651 0.554 -2.679
C -1.492 1.132 -3.210
C -2.557 1.876 -3.810
C -3.857 1.669 -3.346
C -4.896 2.398 -3.895
C -4.640 3.327 -4.896
C -3.344 3.529 -5.355
C -2.296 2.805 -4.817
H -4.036 0.948 -2.558
H -5.907 2.245 -3.542
H -5.455 3.895 -5.323
H -3.153 4.251 -6.137
H -1.283 2.952 -5.168
*
```

The calculation puts the LUMO energy (spin up / spin down) at -2.58 / -2.91 eV. As for the expectation value of S²: 2.013. As for the total energy: -86730.283 eV. As for the energy above the lowest of the compared OMol25 structures with the same formula, charge and spin: 7.3 kJ/mol. As for the HOMO energy (spin up / spin down): -8.39 / -9.98 eV. The max |F| comes out at 0.284 eV Å⁻¹.


Which of these has the highest max |F|?
C27H66CdF6N2O13S2


Among the records above, which one has the highest max |F|?
C27H66CdF6N2O13S2


Which value of max |F| does entry 6 give?
0.284 eV Å⁻¹


Which of these has the highest max |F|?
C27H66CdF6N2O13S2